Entry 1:
Molecular formula: C28H51FeN6O14S3Sn2
Method: DFT, ωB97M-V/def2-TZVPD

Summary:
spin multiplicity = 6
gap between HOMO and LUMO (spin up / spin down) = 2.68 / 5.07 eV
expectation value of S² = 9.01
LUMO level (spin up / spin down) = -9.032 / -7.797 eV
total charge = +2
electronic energy = -146004.0299 eV

Each line ends with the Löwdin charge.
Cartesian coordinates (Å):
Sn1 -3.045 -2.738 -1.997  1.642
Sn2 1.593 -4.488 -1.712  1.309
Fe1 0.631 -2.653 2.088  0.982
S1 -1.321 -4.259 1.451  0.312
S2 3.094 -3.588 1.722  0.206
S3 -0.328 -0.973 -0.499  0.234
O1 -2.315 -3.875 0.495  -0.392
O2 1.948 3.627 0.501  -0.194
O3 -1.102 -3.271 2.515  -0.253
O4 -1.701 -0.537 -0.613  -0.406
O5 -0.210 -2.203 -1.190  -0.518
O6 0.642 0.045 -0.999  -0.323
O7 -1.433 -5.604 2.007  -0.189
O8 2.352 -2.478 1.129  -0.370
O9 3.202 -4.623 0.762  -0.359
O10 0.014 -4.001 0.891  -0.393
O11 -0.040 -1.376 0.908  -0.383
O12 0.594 3.049 -4.133  -0.165
O13 1.999 -3.859 2.610  -0.312
O14 4.307 -3.093 2.290  -0.227
N1 -2.172 0.667 -2.983  0.017
N2 2.045 2.173 -1.929  0.105
N3 -3.513 3.609 0.527  0.015
N4 -4.201 -0.004 0.306  0.010
N5 0.814 -1.419 3.746  -0.185
N6 4.642 -2.346 -1.244  0.052
C1 3.212 -1.526 -2.686  -0.189
C2 1.534 1.970 -4.358  -0.186
C3 2.109 0.776 4.064  -0.047
C4 -1.667 2.923 -0.533  -0.101
C5 -0.457 3.021 -5.079  -0.094
C6 2.589 2.086 -3.327  -0.117
C7 3.989 -2.425 -3.370  -0.161
C8 -5.487 -1.714 1.112  -0.056
C9 -3.705 3.904 -0.801  -0.101
C10 -1.433 -0.318 3.445  -0.073
C11 -6.335 -0.781 0.460  -0.084
C12 -2.465 -0.378 -4.963  -0.092
C13 2.885 2.528 0.480  -0.168
C14 4.886 -2.954 -2.481  -0.105
C15 3.277 2.360 -0.983  -0.050
C16 1.621 -0.304 3.139  -0.217
C17 -2.291 3.076 0.719  -0.131
C18 1.471 3.869 1.806  -0.102
C19 1.503 -2.100 4.839  -0.224
C20 -4.147 -1.188 0.986  -0.158
C21 -0.406 -0.905 4.415  -0.217
C22 -3.438 1.044 -3.411  -0.090
C23 -3.617 0.427 -4.660  -0.079
C24 0.872 -3.344 5.523  -0.035
C25 -5.508 0.239 -0.070  -0.107
C26 -1.647 -0.294 -3.841  -0.221
C27 3.638 -1.444 -1.371  -0.155
C28 -2.580 3.450 -1.485  -0.123
H1 -2.129 2.759 1.739  0.109
H2 -3.398 0.539 0.024  0.101
H3 -0.365 -0.189 5.236  0.137
H4 0.966 0.119 2.378  0.092
H5 3.710 2.850 1.116  0.141
H6 2.776 0.399 4.839  0.089
H7 -5.835 -2.618 1.589  0.101
H8 -2.351 -0.946 -5.874  0.106
H9 -1.786 1.087 -2.149  0.085
H10 0.670 4.609 1.833  0.098
H11 -4.027 1.733 -2.824  0.100
H12 -0.029 -3.175 6.113  0.081
H13 1.062 1.017 -4.120  0.104
H14 2.426 -0.777 2.577  0.112
H15 -2.298 0.005 4.024  0.096
H16 1.407 2.953 -1.860  0.149
H17 -1.765 -0.947 2.619  0.039
H18 -4.470 0.589 -5.303  0.101
H19 -0.636 2.649 -0.705  0.075
H20 3.225 2.959 -3.469  0.146
H21 -1.080 0.643 3.072  0.064
H22 -2.383 3.552 -2.542  0.091
H23 3.699 3.322 -1.277  0.136
H24 -1.098 2.139 -5.086  0.069
H25 -1.071 -1.594 4.935  0.123
H26 -0.161 3.271 -6.098  0.100
H27 5.673 -3.679 -2.622  0.123
H28 1.943 1.831 -5.359  0.147
H29 3.869 -2.710 -4.405  0.108
H30 2.740 1.467 3.505  0.075
H31 1.536 1.374 -1.578  0.071
H32 -4.184 3.802 1.257  0.162
H33 -3.235 -1.699 1.255  0.063
H34 2.201 4.099 2.582  0.098
H35 3.213 1.194 -3.391  0.121
H36 5.124 -2.566 -0.385  0.152
H37 2.536 -2.293 4.548  0.128
H38 4.026 1.588 -1.161  0.130
H39 0.801 -4.167 4.812  0.072
H40 2.347 1.655 0.850  0.108
H41 -4.587 4.456 -1.089  0.119
H42 -7.396 -0.847 0.269  0.100
H43 1.579 -3.683 6.280  0.092
H44 -1.094 3.864 -4.809  0.092
H45 0.941 2.980 2.149  0.067
H46 3.224 -0.880 -0.549  0.102
H47 -0.656 -0.699 -3.702  0.096
H48 2.424 -0.914 -3.098  0.080
H49 1.501 -1.362 5.641  0.123
H50 -5.783 1.157 -0.567  0.105
H51 1.296 1.305 4.562  0.088

=====

Entry 2:
Molecular formula: C28H52BBiN6SbSe4Si4
Method: DFT, ωB97M-V/def2-TZVPD

Summary:
gap between HOMO and LUMO (spin up / spin down) = 4.82 / 4.82 eV
ΔE to the lowest compared entry with this formula, charge and spin = 163.22 kJ/mol
LUMO level (spin up / spin down) = 0.247 / 0.249 eV
total charge = -1
electronic energy = -344775.6058 eV

Each line ends with the Löwdin charge.
Cartesian coordinates (Å):
Bi1 -0.949 -0.647 0.449  0.959
Sb1 -4.522 -1.750 0.666  -0.177
Se1 -6.390 -1.412 -0.780  -0.149
Se2 -4.970 -3.077 2.616  -0.091
Se3 -2.419 -2.577 -0.666  -0.028
Se4 -3.300 0.458 1.229  -0.029
Si1 -0.818 3.253 -1.322  0.340
Si2 -1.225 1.018 -1.981  0.374
Si3 -3.390 0.926 -3.032  0.348
Si4 0.416 0.485 -3.592  0.352
N1 2.613 -1.976 -0.499  -0.026
N2 2.965 -1.469 1.908  0.010
N3 1.280 -2.138 -0.608  -0.026
N4 1.776 1.021 0.492  0.028
N5 3.014 0.489 0.349  -0.044
N6 1.654 -1.156 2.303  0.038
C1 1.705 -2.307 4.091  -0.093
C2 1.133 -3.641 1.846  -0.007
C3 0.194 1.801 -4.938  -0.225
C4 3.319 2.624 0.864  -0.073
C5 -3.256 1.950 -4.624  -0.222
C6 1.087 -3.258 -1.295  -0.215
C7 3.247 -3.002 -1.096  -0.104
C8 1.646 -0.766 3.780  -0.330
C9 -2.173 -0.682 4.318  -0.073
C10 2.196 0.731 -3.035  -0.204
C11 2.766 0.146 4.216  -0.001
C12 -0.800 -0.966 3.763  -0.236
C13 -1.602 3.687 0.334  -0.230
C14 3.671 -2.291 2.730  -0.118
C15 -1.507 -3.178 2.745  -0.122
C16 0.156 0.939 5.046  -0.019
C17 -0.531 -2.051 2.841  -0.239
C18 0.286 -0.255 4.153  -0.122
C19 3.952 1.438 0.569  -0.099
C20 0.100 -1.169 -4.447  -0.208
C21 -4.664 1.849 -2.024  -0.241
C22 0.918 -2.415 2.704  -0.364
C23 2.306 -3.854 -1.637  -0.062
C24 1.954 2.295 0.802  -0.231
C25 -3.853 -0.765 -3.675  -0.243
C26 3.097 -2.771 3.854  -0.052
C27 -1.642 4.408 -2.575  -0.228
C28 1.003 3.706 -1.473  -0.228
B1 3.332 -1.022 0.501  -0.558
H1 4.999 1.196 0.502  0.111
H2 0.524 -3.600 0.944  0.052
H3 0.081 -3.591 -1.502  0.047
H4 4.518 -1.176 0.319  0.115
H5 -1.732 2.817 0.980  -0.045
H6 2.707 0.317 5.292  0.092
H7 2.689 1.105 3.700  0.086
H8 1.233 -2.688 4.997  0.148
H9 0.978 -1.814 -4.407  0.018
H10 3.769 3.578 1.078  0.088
H11 -4.897 -0.757 -3.994  0.030
H12 -3.745 -1.557 -2.940  -0.059
H13 3.609 -3.443 4.524  0.095
H14 1.099 2.933 0.955  0.087
H15 2.472 -4.761 -2.191  0.086
H16 -3.219 -0.995 -4.537  0.021
H17 2.301 0.739 -1.953  -0.011
H18 2.170 -3.750 1.546  0.081
H19 -0.736 -1.710 -3.999  0.012
H20 -5.653 1.688 -2.459  0.030
H21 -2.732 4.363 -2.534  0.014
H22 -2.581 0.249 3.926  0.020
H23 0.332 2.809 -4.539  0.010
H24 -4.279 2.205 -4.920  0.036
H25 4.324 -3.047 -1.101  0.110
H26 -1.007 4.430 0.871  0.025
H27 4.673 -2.537 2.404  0.129
H28 1.681 2.921 -1.145  -0.017
H29 1.227 4.607 -0.895  0.042
H30 -0.777 1.760 -5.426  -0.003
H31 -2.595 4.106 0.159  0.031
H32 2.558 1.688 -3.416  0.027
H33 -2.703 2.881 -4.522  -0.004
H34 -1.343 -3.820 3.621  0.126
H35 -2.546 -2.855 2.765  -0.090
H36 -2.815 1.373 -5.437  0.015
H37 -1.377 -3.782 1.851  0.045
H38 -0.859 1.329 5.028  0.077
H39 -0.145 -0.987 -5.496  0.025
H40 -4.433 2.919 -2.056  0.015
H41 -1.329 4.198 -3.598  0.005
H42 1.215 3.920 -2.525  0.027
H43 -2.897 -1.454 4.073  0.025
H44 3.741 -0.274 3.997  0.074
H45 0.834 1.734 4.736  0.081
H46 -1.338 5.434 -2.341  0.033
H47 2.841 -0.063 -3.423  0.030
H48 0.849 -4.530 2.412  0.105
H49 -4.707 1.533 -0.987  -0.053
H50 0.403 0.692 6.085  0.101
H51 0.963 1.640 -5.701  0.034
H52 -2.120 -0.602 5.406  0.089

=====

> The lowest total charge belongs to which entry?

C28H52BBiN6SbSe4Si4